(1)
Here is a molecular structure, C29H30BNO3ReSSbSe4 from the OMol25 dataset. Energies are from ωB97M-V/def2-TZVPD.

```
71
Properties=species:S:1:pos:R:3:forces:R:3:lowdin_charge:R:1
Re -0.437 -0.116 -0.499 -1.802 2.889 1.368 1.066
O 0.109 -1.457 -1.687 0.358 0.476 0.141 -0.706
S 0.219 -2.487 -2.829 -0.210 -1.656 -0.320 1.163
C 0.897 -3.978 -2.025 0.106 0.294 -0.036 -0.237
C 0.919 -4.968 -3.144 0.089 -0.258 -0.216 -0.339
C 1.686 -4.695 -4.275 0.059 -0.017 0.072 -0.064
C 1.719 -5.596 -5.324 -0.013 -0.069 -0.031 -0.047
C 0.986 -6.771 -5.248 -0.035 0.058 -0.061 -0.045
C 0.192 -7.029 -4.142 0.014 0.014 0.110 -0.043
C 0.156 -6.130 -3.089 0.034 0.044 0.010 -0.043
C -1.530 -3.028 -2.983 0.066 0.131 -0.236 -0.222
C -2.127 -2.365 -4.177 -0.148 0.150 -0.296 -0.306
C -1.793 -2.842 -5.443 -0.180 -0.024 0.118 -0.035
C -2.342 -2.258 -6.568 0.085 0.035 -0.035 -0.045
C -3.204 -1.178 -6.442 -0.064 -0.010 0.013 -0.050
C -3.525 -0.687 -5.187 0.052 0.080 -0.056 -0.059
C -2.982 -1.274 -4.058 0.040 -0.096 0.233 -0.047
H 0.252 -4.272 -1.195 -0.014 0.124 -0.029 0.117
H 1.895 -3.723 -1.663 -0.083 0.081 0.005 0.119
H 2.284 -3.793 -4.322 0.057 0.034 -0.028 0.115
H 2.323 -5.385 -6.192 0.077 -0.012 -0.075 0.118
H 1.036 -7.489 -6.051 -0.029 -0.058 -0.125 0.118
H -0.393 -7.933 -4.087 -0.017 -0.121 -0.014 0.118
H -0.438 -6.351 -2.212 -0.060 0.003 0.059 0.124
H -2.042 -2.786 -2.048 0.265 0.024 0.030 0.115
H -1.473 -4.107 -3.105 -0.002 -0.068 -0.010 0.096
H -1.131 -3.693 -5.534 0.080 -0.094 -0.064 0.116
H -2.098 -2.644 -7.546 0.013 -0.029 -0.093 0.118
H -3.638 -0.729 -7.321 -0.026 0.049 -0.093 0.117
H -4.197 0.153 -5.084 -0.060 0.024 -0.026 0.113
H -3.260 -0.899 -3.078 -0.003 -0.040 0.061 0.109
N -6.963 7.252 0.700 -0.280 0.272 0.045 0.222
C -6.246 6.359 0.707 -0.204 0.173 0.067 -0.153
C -5.319 5.288 0.659 0.771 -0.698 -0.194 -0.174
C -4.851 4.866 -0.595 -0.153 0.187 0.127 0.013
C -3.898 3.884 -0.670 0.133 -0.125 0.169 0.018
C -3.393 3.283 0.509 -0.388 0.442 -0.091 -0.224
C -3.870 3.713 1.768 0.050 -0.085 -0.209 0.028
C -4.826 4.700 1.832 -0.135 0.160 -0.026 0.015
C -2.463 2.267 0.350 0.333 -0.496 -0.056 -0.014
C -1.653 1.359 0.089 0.835 -1.042 -0.967 -0.173
H -5.235 5.329 -1.490 -0.017 0.043 -0.038 0.135
H -3.506 3.569 -1.625 -0.026 -0.044 -0.059 0.129
H -3.488 3.277 2.679 0.049 -0.102 0.007 0.130
H -5.200 5.038 2.786 0.000 0.027 0.080 0.135
C 2.820 4.036 -0.153 -0.066 -0.356 -0.070 0.004
C 3.020 2.526 -0.231 0.484 0.344 -0.072 -0.419
C 4.128 2.205 -1.235 -0.313 -0.019 0.179 0.002
O 1.793 1.955 -0.779 -0.135 0.445 -0.570 0.112
B 1.325 1.038 0.059 0.427 -0.152 0.138 -0.798
O 2.080 0.851 1.182 -0.148 -0.274 -0.084 -0.037
C 3.178 1.823 1.182 0.101 0.245 0.169 -0.414
C 4.498 1.089 1.391 -0.362 -0.015 -0.102 0.004
C 2.936 2.738 2.383 -0.144 -0.215 -0.236 0.002
H 2.627 4.420 -1.153 0.018 0.032 -0.029 0.101
H 3.717 4.509 0.233 0.117 0.120 0.033 0.103
H 1.981 4.298 0.487 -0.034 0.030 0.013 0.091
H 3.871 2.647 -2.196 -0.002 0.037 0.002 0.100
H 4.255 1.134 -1.378 -0.018 -0.040 0.030 0.092
H 5.071 2.626 -0.904 0.160 0.054 0.019 0.100
H 4.682 0.335 0.633 0.010 -0.031 -0.097 0.091
H 4.500 0.597 2.364 -0.039 0.048 0.001 0.083
H 5.306 1.815 1.370 0.153 0.017 0.023 0.106
H 1.927 3.146 2.381 -0.020 0.072 -0.036 0.097
H 3.649 3.555 2.395 0.081 0.108 0.036 0.101
H 3.065 2.164 3.299 0.015 -0.045 0.039 0.094
Se -0.971 -2.446 2.622 -0.436 -0.498 0.454 0.217
Sb 0.692 -0.909 4.165 0.424 -0.623 1.848 0.109
Se -0.135 -0.646 1.608 0.238 -0.203 -0.228 0.227
Se 2.787 -2.021 4.128 -0.856 0.648 -0.040 0.102
Se -0.782 0.417 5.467 0.726 -0.402 -0.650 0.090
```
Positions in Å, forces in eV/Å.

Summary:
LUMO level (spin up / spin down)   -8.2 / -8.3 eV
Energy relative to the best compared isomer or geometry (same formula, charge and spin)   94.4 kJ/mol
Charge   +2
E   -11750.19015 hartree
Orbital gap (spin up / spin down)   5.377 / 5.295 eV

(2)
Here is 5 unconnected molecules or ions with the total composition C29H30ClF16NO10 from the OMol25 dataset. Energies are from ωB97M-V/def2-TZVPD.

```
87
Properties=species:S:1:pos:R:3:forces:R:3:lowdin_charge:R:1
C 5.982 -6.634 0.780 -0.071 0.004 -0.187 -0.103
C 5.362 -5.592 -0.158 -0.043 -0.025 -0.124 -0.697
Cl 4.605 -6.403 -1.591 -0.119 0.065 -0.006 0.609
C 4.315 -4.731 0.560 0.195 -0.053 0.126 -0.161
C 4.010 -3.412 -0.108 -0.298 0.042 0.087 -0.058
C 2.726 -2.940 -0.454 0.123 0.139 -0.092 -0.029
C 1.429 -3.607 -0.031 0.004 0.111 0.137 -0.397
F 0.480 -2.623 0.149 0.032 -0.221 -0.122 0.065
F 1.535 -4.238 1.169 0.002 0.041 -0.251 0.118
C 0.772 -4.582 -1.024 -0.028 0.102 -0.171 -0.284
F 1.464 -5.736 -1.094 -0.047 0.202 0.023 0.081
F 0.761 -4.001 -2.257 0.036 -0.145 0.270 0.086
C 2.561 -1.746 -1.173 0.103 -0.085 0.009 0.009
C 3.633 -0.940 -1.517 0.200 0.002 0.048 0.022
C 4.877 -1.340 -1.074 -0.209 -0.249 0.033 -0.077
C 5.057 -2.534 -0.384 -0.047 0.236 -0.227 -0.024
C 6.501 -2.603 0.009 0.081 0.523 0.009 -0.358
O 7.095 -3.434 0.639 0.119 -0.154 0.102 0.124
N 7.091 -1.412 -0.459 -0.188 -0.474 -0.440 0.192
C 6.194 -0.651 -1.214 -0.092 0.064 0.182 -0.387
O 6.441 0.357 -1.816 0.108 0.005 -0.078 0.133
H 7.016 -6.365 0.993 -0.063 0.034 0.102 0.080
H 5.427 -6.686 1.718 0.051 -0.053 -0.033 0.079
H 5.973 -7.622 0.321 0.040 0.082 0.054 0.060
H 6.132 -4.974 -0.605 -0.102 -0.189 0.093 0.067
H 3.424 -5.336 0.699 -0.027 0.020 0.021 0.104
H 4.724 -4.518 1.554 -0.042 0.026 -0.055 0.137
H -0.262 -4.773 -0.723 0.102 -0.111 0.001 0.173
H 1.569 -1.425 -1.465 0.027 -0.131 0.078 0.122
H 3.495 -0.018 -2.068 0.044 -0.065 0.023 0.132
H 8.079 -1.410 -0.668 0.031 0.248 0.276 0.168
C -1.211 0.502 -0.069 -0.134 0.052 -0.007 -0.036
C -1.991 -0.794 -0.024 0.339 -0.063 0.016 -0.189
O -3.385 -0.552 0.272 -0.075 -0.009 0.011 0.038
C -4.146 -0.216 -0.757 0.028 -0.033 0.073 -0.403
O -3.816 -0.091 -1.897 0.009 0.031 -0.062 0.178
C -5.605 -0.036 -0.284 0.034 0.014 -0.055 -0.547
F -5.673 0.664 0.849 -0.025 0.022 0.030 0.172
F -6.163 -1.235 -0.074 -0.022 -0.022 0.026 0.171
F -6.316 0.597 -1.214 -0.028 -0.008 0.007 0.164
H -1.330 1.053 0.865 0.044 -0.018 -0.029 0.077
H -0.151 0.287 -0.213 -0.041 -0.013 -0.005 0.066
H -1.549 1.137 -0.887 0.018 -0.033 -0.033 0.089
H -1.641 -1.433 0.783 -0.093 -0.004 0.020 0.108
H -1.910 -1.346 -0.958 -0.083 0.040 -0.028 0.127
C -0.487 -0.141 4.982 0.134 0.013 -0.002 -0.050
C -0.759 0.223 3.541 -0.219 -0.068 0.136 -0.194
O 0.423 0.774 2.913 0.045 0.032 -0.030 0.027
C 1.300 -0.102 2.457 -0.052 0.060 0.006 -0.406
O 1.236 -1.293 2.495 0.022 -0.052 0.075 0.171
C 2.466 0.640 1.772 0.051 -0.190 0.070 -0.535
F 2.895 1.673 2.503 -0.014 -0.047 -0.039 0.168
F 2.057 1.099 0.577 0.046 0.065 0.022 0.149
F 3.486 -0.184 1.569 0.052 0.008 0.043 0.185
H -0.115 0.725 5.530 -0.045 0.012 0.005 0.087
H -1.407 -0.482 5.455 -0.017 0.002 -0.006 0.086
H 0.252 -0.938 5.053 -0.032 -0.023 -0.023 0.082
H -1.503 1.012 3.462 0.047 0.046 -0.018 0.129
H -1.098 -0.637 2.964 0.074 -0.009 -0.001 0.114
C -8.758 2.563 -2.321 -0.137 0.130 -0.016 -0.057
C -9.509 1.252 -2.280 0.295 -0.081 -0.002 -0.191
O -10.918 1.468 -2.035 -0.085 -0.015 -0.003 0.034
C -11.651 1.773 -3.093 0.032 -0.035 0.091 -0.406
O -11.286 1.886 -4.224 0.003 0.029 -0.070 0.172
C -13.129 1.930 -2.671 0.038 0.019 -0.037 -0.553
F -13.245 2.641 -1.547 -0.022 0.022 0.024 0.168
F -13.665 0.721 -2.458 -0.022 -0.027 0.018 0.166
F -13.823 2.535 -3.627 -0.027 0.004 -0.015 0.175
H -8.919 3.125 -1.401 0.040 -0.034 0.022 0.086
H -7.692 2.372 -2.431 0.016 -0.013 -0.002 0.070
H -9.086 3.176 -3.160 0.008 -0.041 -0.026 0.081
H -9.178 0.632 -1.450 -0.071 0.020 0.036 0.119
H -9.389 0.689 -3.204 -0.072 0.039 -0.032 0.127
C 2.983 4.273 0.445 -0.041 0.274 -0.270 -0.050
C 4.329 4.731 0.957 -0.036 -0.293 0.168 -0.184
O 4.814 5.868 0.209 0.034 0.067 -0.009 0.035
C 4.347 7.048 0.582 0.051 -0.061 -0.036 -0.405
O 3.577 7.280 1.465 -0.054 0.029 0.033 0.170
C 4.987 8.157 -0.283 -0.046 -0.008 0.028 -0.553
F 5.006 7.821 -1.575 0.003 0.009 -0.038 0.169
F 6.249 8.363 0.115 0.038 0.006 -0.004 0.167
F 4.314 9.294 -0.151 0.001 0.027 0.001 0.175
H 3.036 4.057 -0.623 0.040 -0.031 0.014 0.090
H 2.676 3.371 0.959 -0.006 0.041 0.066 0.043
H 2.225 5.041 0.597 0.018 -0.011 0.063 0.085
H 5.088 3.965 0.817 0.029 0.054 -0.075 0.128
H 4.290 4.990 2.015 -0.020 0.085 -0.023 0.126
```
Positions in Å, forces in eV/Å.

Summary:
LUMO level   -0.9 eV
E   -3988.41485 hartree
Orbital gap   9.378 eV
Structure (SMILES)   C[C@@H](Cl)Cc1c(C(F)(F)C(F)F)ccc2c1C(=O)NC2=O.CCOC(=O)C(F)(F)F.CCOC(=O)C(F)(F)F.CCOC(=O)C(F)(F)F.CCOC(=O)C(F)(F)F

(3)
Here is a molecular structure, C29H30ClI2N2O3SbTi from the OMol25 dataset. Energies are from ωB97M-V/def2-TZVPD.

```
69
Properties=species:S:1:pos:R:3:forces:R:3:lowdin_charge:R:1
Ti -0.438 0.185 -0.347 -0.013 0.538 -0.214 1.022
I -0.979 3.973 6.175 0.046 -0.138 -0.182 0.961
C -0.605 2.715 4.549 -0.047 0.202 0.160 -0.713
C -0.718 1.341 4.698 -0.036 -0.086 0.072 -0.194
C -0.470 0.497 3.625 0.053 -0.089 -0.327 -0.610
I -0.784 -1.552 3.806 0.077 0.021 0.080 1.064
C -0.085 1.038 2.400 -0.026 0.185 0.275 -0.353
O 0.203 0.275 1.313 -0.062 -0.216 0.151 -0.237
C -0.026 2.426 2.238 0.009 -0.366 -0.131 -0.166
C 0.272 2.935 0.864 0.078 0.056 0.047 -0.100
N -0.733 2.425 -0.138 -0.095 -0.085 -0.170 -0.118
C -2.123 2.828 0.199 -0.033 -0.082 0.107 -0.079
C -2.892 1.658 0.738 0.026 0.076 -0.009 -0.222
C -4.085 1.812 1.421 -0.009 -0.047 0.037 0.031
C -4.741 0.684 1.885 0.026 0.056 -0.004 0.012
C -4.183 -0.568 1.660 -0.012 -0.003 -0.011 -0.011
C -2.998 -0.648 0.963 -0.080 0.015 0.040 -0.125
N -2.371 0.448 0.499 0.075 -0.063 -0.029 0.016
C -0.278 3.259 3.313 -0.028 0.135 0.052 -0.089
H -1.014 0.923 5.651 0.009 -0.014 -0.010 0.094
H 0.256 4.026 0.855 0.007 0.002 -0.040 0.145
H 1.255 2.599 0.521 0.004 0.010 -0.008 0.125
H -0.498 2.902 -1.005 -0.010 -0.003 0.025 0.052
H -2.116 3.631 0.936 0.005 0.039 -0.030 0.143
H -2.618 3.210 -0.696 0.025 -0.036 -0.043 0.149
H -4.484 2.803 1.592 0.001 0.000 0.005 0.138
H -5.672 0.781 2.427 0.000 -0.010 -0.002 0.134
H -4.656 -1.468 2.026 0.017 -0.008 -0.011 0.131
H -2.519 -1.599 0.774 0.014 -0.002 -0.023 0.109
H -0.220 4.334 3.194 0.006 -0.013 -0.018 0.113
C 1.575 -2.151 0.058 0.104 -0.035 -0.032 -0.086
C 2.057 -1.207 -0.854 -0.254 -0.179 0.075 -0.177
C 2.971 -0.236 -0.435 0.056 0.036 0.100 -0.111
C 3.393 -0.209 0.885 0.008 -0.004 -0.064 -0.051
C 2.933 -1.171 1.780 -0.030 -0.014 0.013 -0.044
C 2.037 -2.144 1.367 0.023 0.020 0.043 -0.093
H 0.903 -2.932 -0.278 0.012 -0.010 -0.019 0.123
H 1.806 -1.340 -1.899 0.009 0.068 -0.031 0.068
H 3.401 0.459 -1.147 -0.015 0.008 0.005 0.095
H 4.117 0.527 1.210 -0.005 0.006 -0.008 0.121
H 3.297 -1.170 2.799 -0.008 -0.010 -0.002 0.124
H 1.709 -2.905 2.058 -0.025 -0.026 0.045 0.094
Cl -5.128 -6.009 -3.695 -0.033 -0.044 -0.016 0.753
C -3.959 -4.801 -3.364 0.081 0.108 0.043 -0.651
C -2.815 -4.713 -4.150 -0.035 -0.059 -0.037 -0.066
C -1.880 -3.735 -3.881 0.100 0.046 0.003 0.012
C -2.072 -2.850 -2.819 -0.149 -0.005 0.161 -0.140
C -3.227 -2.945 -2.043 0.067 0.022 -0.006 -0.009
C -4.172 -3.914 -2.313 -0.070 -0.038 -0.001 -0.078
C -1.059 -1.817 -2.581 0.202 0.015 -0.415 -0.477
O -0.170 -1.542 -3.358 -0.074 0.030 0.174 0.036
O -1.151 -1.111 -1.422 0.032 0.027 0.269 -0.211
H -2.671 -5.410 -4.964 0.008 0.009 0.003 0.120
H -0.988 -3.650 -4.487 -0.008 -0.012 -0.005 0.130
H -3.402 -2.240 -1.243 0.003 0.001 0.033 0.094
H -5.077 -3.992 -1.728 0.012 0.008 0.001 0.114
C -0.810 1.727 -4.031 0.048 -0.036 0.015 -0.246
Sb 0.791 1.235 -2.715 0.111 0.043 -0.378 1.433
C 1.724 3.154 -2.453 -0.072 -0.111 0.003 -0.266
C 2.228 0.294 -3.966 -0.015 0.119 0.101 -0.231
H -0.414 2.239 -4.906 0.043 0.006 0.021 0.032
H -1.534 2.378 -3.541 0.010 -0.004 0.019 0.012
H -1.300 0.807 -4.343 0.016 0.002 0.021 0.018
H 2.157 3.449 -3.409 -0.032 -0.039 -0.013 0.029
H 2.523 3.094 -1.716 -0.011 -0.023 0.010 0.015
H 1.020 3.932 -2.156 -0.014 -0.020 0.002 0.014
H 2.398 0.950 -4.820 -0.048 0.041 0.033 0.036
H 1.838 -0.661 -4.300 -0.048 -0.024 0.018 0.016
H 3.168 0.157 -3.436 -0.028 0.006 0.028 0.022
```
Positions in Å, forces in eV/Å.

Summary:
LUMO level   -7.2 eV
Energy relative to the best compared isomer or geometry (same formula, charge and spin)   59.2 kJ/mol
Charge   +2
E   -3603.19761 hartree
Orbital gap   6.294 eV